Record 1
DFT (ωB97M-V with the def2-TZVPD basis set) results for an isolated molecule of C3H4N2O.

```
10
Properties=species:S:1:pos:R:3:forces:R:3:nbo_charge:R:1
O -1.515 -0.989 0.015 1.21 -9.28 -0.74 -0.297
N -0.138 -1.429 -0.274 -1.93 -1.64 1.08 -0.199
N 1.938 -0.203 -0.029 -1.74 -4.46 0.43 -0.827
C -0.442 0.827 -0.146 2.62 3.80 -2.13 -0.462
C -1.581 0.215 0.058 -4.53 5.55 0.42 0.191
C 0.479 -0.336 -0.257 2.93 4.17 1.10 0.342
H -0.388 1.930 -0.629 0.41 -2.77 1.88 0.250
H -2.675 0.462 0.242 1.69 0.76 -0.34 0.216
H 2.080 0.680 0.428 0.26 -0.10 0.47 0.385
H 2.242 -1.157 0.591 -0.93 3.98 -2.17 0.401
```
Positions in Å, forces in eV/Å.

Computed properties:
DFT total energy (Eh): -301.3389
Kohn-Sham gap (eV): 10.4
Highest occupied orbital energy (eV): -9.48
Lowest unoccupied orbital energy (eV): 0.9058
Largest force on an atom (eV Å⁻¹): 9.4

=====

Record 2
DFT (ωB97M-V with the def2-TZVPD basis set) results for an isolated molecule of C3H4N2O.

```
10
Properties=species:S:1:pos:R:3:forces:R:3:nbo_charge:R:1
O -1.866 -0.969 -0.035 -0.02 -0.35 -0.86 -0.673
N 0.664 -1.009 -0.104 -1.58 1.71 0.14 -0.633
N 0.846 1.169 0.449 1.10 1.15 -1.08 -0.490
C -0.464 1.119 0.017 0.46 -1.01 0.35 -0.205
C 1.436 0.036 0.245 0.28 0.86 0.28 0.198
C -0.772 -0.200 -0.176 1.85 -1.46 -0.23 0.443
H 2.517 0.026 0.231 0.05 -0.52 0.33 0.189
H -0.909 2.105 -0.249 -0.40 -1.38 0.68 0.237
H 1.239 -1.783 -0.544 -2.29 0.82 0.39 0.432
H -2.672 -0.469 0.165 0.56 0.18 0.01 0.503
```
Positions in Å, forces in eV/Å.

Computed properties:
DFT total energy (Eh): -301.3849
Kohn-Sham gap (eV): 8.8
Highest occupied orbital energy (eV): -8.15
Lowest unoccupied orbital energy (eV): 0.6433
Largest force on an atom (eV Å⁻¹): 2.5

=====

Record 3
DFT (ωB97M-V with the def2-TZVPD basis set) results for an isolated molecule of C3H4N2O.

```
10
Properties=species:S:1:pos:R:3:forces:R:3:nbo_charge:R:1
O 2.217 0.165 -0.246 0.15 -0.13 -0.03 -0.662
N -0.973 -0.900 0.114 0.01 -0.23 0.08 -0.332
N 0.329 -1.170 -0.051 0.38 0.21 0.22 -0.352
C -0.038 1.087 0.064 -0.12 -0.20 -0.02 -0.397
C -1.236 0.414 0.192 -0.28 -0.51 -0.77 -0.034
C 0.888 0.027 -0.081 -0.07 -0.01 0.10 0.425
H -2.281 0.600 0.041 -0.20 1.02 0.60 0.216
H -1.638 -1.641 0.250 0.16 -0.04 -0.16 0.405
H 0.158 2.150 0.051 -0.08 -0.26 -0.04 0.240
H 2.573 -0.731 -0.334 0.05 0.15 0.02 0.490
```
Positions in Å, forces in eV/Å.

Computed properties:
DFT total energy (Eh): -301.4469
Kohn-Sham gap (eV): 9.9
Highest occupied orbital energy (eV): -8.89
Lowest unoccupied orbital energy (eV): 1.0421
Largest force on an atom (eV Å⁻¹): 1.2

=====

Record 4
DFT (ωB97M-V with the def2-TZVPD basis set) results for an isolated molecule of C3H4N2O.

```
10
Properties=species:S:1:pos:R:3:forces:R:3:nbo_charge:R:1
O -1.559 -0.706 1.347 0.41 0.02 -0.08 -0.569
N -1.020 0.845 -0.272 -0.98 0.31 0.15 -0.853
N 2.023 0.740 -1.305 -0.87 -0.52 0.51 -0.310
C 1.342 0.112 -0.613 1.71 -0.02 -0.18 0.274
C 0.633 -0.749 0.342 0.34 -0.27 -0.37 -0.611
C -0.765 -0.256 0.559 -0.91 1.97 -1.24 0.689
H 0.579 -1.756 -0.063 0.07 -0.17 0.01 0.277
H -0.515 1.178 -1.090 0.43 -0.73 0.69 0.416
H 1.167 -0.799 1.291 0.01 0.07 -0.03 0.283
H -1.871 1.387 -0.199 -0.21 -0.66 0.53 0.403
```
Positions in Å, forces in eV/Å.

Computed properties:
DFT total energy (Eh): -301.4687
Kohn-Sham gap (eV): 11.3
Highest occupied orbital energy (eV): -10.64
Lowest unoccupied orbital energy (eV): 0.6977
Largest force on an atom (eV Å⁻¹): 2.5

=====

Record 5
DFT (ωB97M-V with the def2-TZVPD basis set) results for a structure of composition C3H4N2O.

```
10
Properties=species:S:1:pos:R:3:forces:R:3:nbo_charge:R:1
O 1.789 -1.045 0.001 -1.58 1.51 -0.03 -0.591
N -0.404 -1.146 -0.048 -5.82 -3.55 0.58 -0.671
N -2.801 -0.101 0.042 -1.53 0.57 -0.12 -0.328
C 0.723 -0.408 -0.037 3.02 -0.52 0.53 0.641
C 0.624 1.105 0.017 -1.54 -1.83 -11.03 -0.651
C -1.775 -0.577 -0.064 5.59 -2.09 0.44 0.417
H 0.913 1.442 0.822 1.38 3.22 9.08 0.195
H -0.375 -2.322 0.179 0.20 4.86 -1.07 0.476
H 1.883 1.482 -0.417 -4.21 -0.99 -0.05 0.258
H -0.576 1.569 -0.497 4.50 -1.18 1.67 0.255
```
Positions in Å, forces in eV/Å.

Computed properties:
DFT total energy (Eh): -301.3167
Kohn-Sham gap (eV): 10.9
Highest occupied orbital energy (eV): -10.65
Lowest unoccupied orbital energy (eV): 0.2637
Largest force on an atom (eV Å⁻¹): 11.3

=====

Record 6
DFT (ωB97M-V with the def2-TZVPD basis set) results for an isolated molecule of C3H4N2O.

```
10
Properties=species:S:1:pos:R:3:forces:R:3:nbo_charge:R:1
O -1.746 -0.994 -0.399 -0.04 0.13 0.23 -0.680
N 0.574 -0.798 0.064 -0.10 0.11 0.07 -0.548
N 0.908 1.393 0.021 0.13 -0.36 0.08 -0.446
C -0.639 -0.217 -0.228 0.27 0.14 0.02 0.361
C 1.464 0.224 0.214 0.14 0.01 -0.03 0.157
C -0.413 1.130 -0.265 -0.23 -0.08 0.05 -0.161
H 0.751 -1.789 0.150 -0.07 0.23 -0.02 0.422
H 2.496 0.037 0.481 -0.11 0.11 -0.11 0.194
H -2.273 -0.911 0.408 -0.08 -0.11 -0.25 0.488
H -1.123 1.926 -0.447 0.09 -0.19 -0.03 0.211
```
Positions in Å, forces in eV/Å.

Computed properties:
DFT total energy (Eh): -301.4603
Kohn-Sham gap (eV): 9.3
Highest occupied orbital energy (eV): -8.69
Lowest unoccupied orbital energy (eV): 0.6032
Largest force on an atom (eV Å⁻¹): 0.4

=====

Record 7
DFT (ωB97M-V with the def2-TZVPD basis set) results for an isolated molecule of C3H4N2O.

```
10
Properties=species:S:1:pos:R:3:forces:R:3:nbo_charge:R:1
O -1.228 1.673 1.026 -0.02 -0.11 -0.28 -0.645
N 0.492 1.015 -0.343 -0.04 0.08 0.33 -0.354
N 1.070 -0.180 -0.656 0.41 -0.10 0.07 -0.363
C -0.525 0.698 0.422 0.09 -0.04 -0.46 0.460
C 0.428 -1.193 -0.070 0.94 0.22 -0.01 0.028
C -0.697 -0.737 0.629 0.19 -0.14 -0.89 -0.535
H 1.684 -0.223 -1.452 0.28 0.04 0.28 0.411
H -1.158 -1.338 -0.243 -1.68 0.23 1.54 0.283
H 0.735 -2.229 -0.111 0.02 0.09 -0.60 0.225
H -0.799 2.516 0.797 -0.18 -0.25 0.03 0.490
```
Positions in Å, forces in eV/Å.

Computed properties:
DFT total energy (Eh): -301.3609
Kohn-Sham gap (eV): 9.6
Highest occupied orbital energy (eV): -8.78
Lowest unoccupied orbital energy (eV): 0.8463
Largest force on an atom (eV Å⁻¹): 2.3

=====

Record 8
DFT (ωB97M-V with the def2-TZVPD basis set) results for an isolated molecule of C3H4N2O.

```
10
Properties=species:S:1:pos:R:3:forces:R:3:nbo_charge:R:1
O 2.479 0.948 0.402 -0.08 -0.15 -0.09 -0.524
N -1.553 -0.086 -0.545 -0.08 -0.62 1.07 -0.422
N -0.715 -0.883 0.368 -0.80 -0.47 -0.66 -0.422
C 1.637 0.115 0.661 0.26 0.25 0.42 0.378
C 0.331 0.043 0.085 -0.69 0.85 -1.09 -0.086
C -0.435 0.658 -0.876 0.83 -0.19 0.61 -0.005
H 1.811 -0.668 1.421 0.20 -0.10 0.05 0.110
H -1.110 -0.910 1.303 0.02 0.24 0.04 0.366
H -2.106 -0.634 -1.197 0.26 0.11 -0.09 0.385
H -0.340 1.417 -1.623 0.08 0.07 -0.26 0.221
```
Positions in Å, forces in eV/Å.

Computed properties:
DFT total energy (Eh): -301.3612
Kohn-Sham gap (eV): 9.2
Highest occupied orbital energy (eV): -8.87
Lowest unoccupied orbital energy (eV): 0.3668
Largest force on an atom (eV Å⁻¹): 1.5